{"formula": "C5H10GdO2", "method": "ωB97M-V with the def2-TZVPD basis set", "elements": ["C", "O", "C", "C", "H", "H", "H", "H", "H", "H", "C", "C", "O", "Gd", "H", "H", "H", "H"], "positions_angstrom": [[2.13057, 0.54039, -1.40713], [1.87063, -0.45725, -0.43888], [0.67561, -1.18725, -0.46879], [0.64171, -1.98030, 0.75385], [2.96518, 0.16891, -2.01457], [1.27041, 0.78603, -2.04496], [2.39011, 1.44358, -0.84213], [0.47797, -1.68756, -1.41722], [1.44973, -2.70397, 0.91454], [-0.36299, -2.30625, 1.05152], [-2.77019, 1.87221, 0.58834], [-1.66695, 0.93161, 0.45201], [-0.76964, 1.12615, 1.39083], [1.07317, -0.07661, 2.20816], [-3.70032, 1.66262, 0.05791], [-2.90224, 2.27751, 1.59629], [-0.66109, -0.32992, -0.72280], [-2.11169, -0.07991, 0.34303]], "charge": 2, "homo_energy_ev": [-17.0, -17.1], "molar_mass_g_mol": 259.38, "orbital_gap_ev": [7.07, 7.02], "spin_multiplicity": 9}